No. 1
The following is a quantum chemistry calculation of a cluster of 10 separate species, C17H54N2O17 in total, from OMol25.

Geometry as XYZ:
```
90
Properties=species:S:1:pos:R:3:lowdin_charge:R:1
N 12.09 -7.78 7.05 0.181
C 13.38 -7.34 6.82 -0.646
N 14.34 -7.44 7.77 0.191
O 13.63 -6.75 5.78 -0.004
H 12.01 -8.56 7.70 0.070
H 11.42 -7.76 6.33 0.087
H 14.25 -8.12 8.50 0.086
H 15.28 -7.19 7.45 0.087
O 12.17 -12.92 4.17 -0.075
C 11.22 -12.48 5.13 -0.211
C 11.94 -12.37 6.55 -0.199
O 13.07 -11.52 6.62 -0.077
H 12.86 -12.25 4.09 0.040
H 10.64 -11.54 4.85 0.125
H 10.42 -13.22 5.11 0.108
H 12.07 -13.39 6.93 0.110
H 11.20 -11.89 7.21 0.124
H 13.78 -11.82 6.06 0.071
O 15.38 -14.35 4.37 -0.099
C 15.71 -15.46 3.57 -0.227
C 14.47 -16.22 3.05 -0.256
O 13.70 -15.41 2.23 -0.044
H 15.96 -13.58 4.20 0.075
H 16.28 -15.10 2.69 0.132
H 16.39 -16.17 4.09 0.112
H 13.96 -16.76 3.85 0.111
H 14.85 -16.95 2.35 0.115
H 13.21 -14.76 2.75 0.072
O 17.53 -7.23 6.94 -0.083
C 18.76 -6.58 6.86 -0.247
C 19.92 -7.48 6.40 -0.223
O 19.64 -8.36 5.34 -0.085
H 17.23 -7.43 6.03 0.044
H 18.63 -5.67 6.26 0.124
H 18.92 -6.24 7.89 0.122
H 20.31 -8.08 7.26 0.132
H 20.75 -6.82 6.13 0.116
H 19.35 -7.81 4.60 0.086
O 17.46 -12.64 4.32 -0.079
C 18.74 -13.21 4.55 -0.230
C 19.73 -12.14 4.48 -0.180
O 19.47 -11.33 5.71 -0.077
H 17.38 -11.93 5.01 0.072
H 18.73 -13.64 5.52 0.119
H 18.94 -14.02 3.92 0.112
H 19.70 -11.56 3.57 0.114
H 20.79 -12.44 4.47 0.125
H 19.82 -10.44 5.59 0.043
O 16.89 -15.93 8.38 -0.032
C 16.14 -16.47 7.36 -0.272
C 14.77 -15.87 7.25 -0.215
O 14.80 -14.47 6.99 -0.106
H 17.04 -15.03 8.42 0.056
H 16.77 -16.49 6.44 0.119
H 16.01 -17.52 7.72 0.135
H 14.26 -16.08 8.16 0.114
H 14.26 -16.37 6.42 0.118
H 14.91 -14.39 6.01 0.061
O 18.21 -8.90 3.05 -0.079
C 16.95 -8.57 2.50 -0.211
C 16.21 -7.46 3.31 -0.210
O 15.97 -7.81 4.68 -0.109
H 18.10 -9.65 3.69 0.082
H 17.13 -8.26 1.51 0.096
H 16.16 -9.48 2.47 0.162
H 15.30 -7.23 2.79 0.104
H 16.75 -6.48 3.14 0.132
H 15.26 -7.26 5.07 0.058
O 14.43 -12.58 9.04 -0.090
C 13.23 -12.51 9.77 -0.223
C 12.96 -10.99 10.03 -0.183
O 12.90 -10.23 8.78 -0.117
H 14.59 -13.29 8.41 0.036
H 12.46 -12.99 9.16 0.105
H 13.34 -13.00 10.74 0.114
H 13.82 -10.66 10.66 0.116
H 12.12 -10.84 10.70 0.109
H 13.35 -10.81 8.15 0.026
C 13.03 -9.50 3.71 -0.108
O 13.97 -10.59 3.78 -0.149
H 12.42 -9.45 4.64 0.075
H 13.51 -8.59 3.60 0.032
H 12.35 -9.75 2.87 0.102
H 14.59 -10.37 4.51 0.056
C 16.56 -10.37 7.20 -0.070
O 16.19 -10.50 5.80 -0.130
H 16.23 -11.21 7.76 0.062
H 17.65 -10.38 7.31 0.081
H 16.14 -9.50 7.68 0.061
H 16.46 -9.78 5.25 0.029
```

Largest force on an atom = 4.109 eV Å⁻¹
Structure (SMILES) = NC(N)=O.OCCO.OCCO.OCCO.OCCO.OCCO.OCCO.OCCO.CO.CO
Total charge = 0
DFT total energy = -2068.62013 hartree
2S+1 = 1
HOMO energy = -9.78 eV
Orbital gap = 10.40 eV


No. 2
The following is a quantum chemistry calculation of a structure of composition CH12Mn2O9, from OMol25.

Geometry as XYZ:
```
24
Properties=species:S:1:pos:R:3:nbo_charge:R:1
Mn -0.80 -2.18 -1.58 1.837
Mn 0.94 2.50 0.87 1.759
C -0.24 0.44 0.04 0.976
O 0.71 0.93 -0.58 -0.887
O -0.75 1.25 0.81 -0.850
O -0.62 -0.64 -0.22 -0.880
O -3.08 1.94 -0.59 -0.924
H -2.88 2.81 -0.22 0.467
H -2.53 1.34 -0.08 0.454
O 0.85 -1.84 2.24 -0.943
H 0.26 -1.68 1.50 0.446
H 0.28 -1.81 3.01 0.496
O 0.62 1.64 -3.39 -0.938
H 1.44 1.33 -3.76 0.476
H 0.69 1.45 -2.46 0.460
O 3.18 -0.44 -0.24 -0.933
H 3.36 0.22 0.43 0.465
H 2.31 -0.23 -0.56 0.464
O -2.66 0.45 2.64 -0.949
H -1.91 0.71 2.10 0.460
H -3.30 1.14 2.51 0.478
O 1.06 -2.96 -0.99 -1.041
H 1.74 -2.48 -0.50 0.559
H 1.34 -3.87 -0.96 0.546
```

Largest force on an atom = 9.415 eV Å⁻¹
Total charge = +2
DFT total energy = -3023.77203 hartree
2S+1 = 11
HOMO energy (spin up / spin down) = -16.47 / -16.47 eV
Orbital gap (spin up / spin down) = 6.43 / 6.33 eV


No. 3
The following is a quantum chemistry calculation of a structure of composition C3H6MnO4, from OMol25.

Geometry as XYZ:
```
14
Properties=species:S:1:pos:R:3:nbo_charge:R:1
O -1.41 -1.34 0.08 -0.831
C -0.55 -0.64 -0.83 -0.106
C -0.42 0.83 -0.44 -0.114
O 0.91 1.31 -0.68 -0.480
C 1.82 1.27 0.26 0.928
O 2.93 1.81 0.08 -0.294
O 1.71 0.56 1.31 -0.474
H -2.34 -1.22 -0.16 0.526
H -0.93 -0.73 -1.85 0.222
H 0.41 -1.17 -0.79 0.230
H -0.69 1.03 0.60 0.218
H -1.09 1.43 -1.05 0.224
Mn -0.90 -2.24 1.73 1.275
H 0.54 -0.89 1.76 -0.325
```

Largest force on an atom = 2.702 eV Å⁻¹
Total charge = +1
DFT total energy = -1569.42966 hartree
2S+1 = 7
HOMO energy (spin up / spin down) = -13.17 / -13.70 eV
Orbital gap (spin up / spin down) = 7.29 / 7.14 eV


No. 4
The following is a quantum chemistry calculation of a cluster of 8 separate species, C2H19O8 in total, from OMol25.

Geometry as XYZ:
```
29
Properties=species:S:1:pos:R:3:nbo_charge:R:1
O -1.28 -0.07 -0.30 -1.288
H -0.90 0.75 0.05 0.428
C 2.71 0.40 1.49 -0.659
C 2.28 1.26 0.30 -0.072
O 3.37 1.88 -0.44 -0.741
H 1.91 0.29 2.22 0.241
H 3.41 0.92 2.15 0.195
H 3.11 -0.58 1.23 0.209
H 1.63 2.09 0.59 0.179
H 1.68 0.68 -0.40 0.185
H 4.06 1.24 -0.63 0.458
O -3.27 -1.13 -1.98 -0.981
H -2.81 -0.51 -1.41 0.511
H -2.82 -1.96 -1.82 0.459
O 0.02 -1.45 -2.67 -0.964
H -0.44 -1.26 -1.85 0.494
H -0.65 -1.36 -3.35 0.461
O -2.88 1.24 1.18 -0.992
H -2.43 0.58 0.65 0.495
H -3.33 0.74 1.86 0.442
O -0.19 -1.00 2.64 -0.970
H -0.79 -0.84 3.37 0.466
H -0.57 -0.50 1.91 0.501
O 0.14 -2.47 0.19 -0.993
H -0.34 -1.69 -0.08 0.494
H 0.25 -2.37 1.13 0.473
O -0.85 2.02 -2.02 -0.975
H -0.89 1.31 -1.39 0.487
H -0.12 1.79 -2.60 0.458
```

Largest force on an atom = 2.177 eV Å⁻¹
Total charge = -1
DFT total energy = -689.56416 hartree
2S+1 = 1
HOMO energy = -6.12 eV
Orbital gap = 9.17 eV


No. 5
The following is a quantum chemistry calculation of a structure of composition C32H35AsBBr2FeN2O2Si2, from OMol25.

Geometry as XYZ:
```
78
Properties=species:S:1:pos:R:3:lowdin_charge:R:1
Fe 0.79 0.11 0.87 0.419
Br 6.24 3.93 2.03 0.747
C 4.67 2.97 1.59 -0.699
C 4.74 1.63 1.18 -0.142
C 3.61 0.88 0.89 -0.172
N 2.37 1.32 1.07 -0.037
C 2.27 2.57 1.69 -0.175
C 3.39 3.46 1.80 -0.053
C 0.91 2.81 2.14 -0.162
C 0.46 3.92 2.86 -0.076
C -0.72 3.83 3.61 -0.712
Br -1.35 5.29 4.58 0.774
C -1.54 2.69 3.46 -0.115
C -1.18 1.73 2.51 -0.151
N 0.03 1.68 1.92 -0.034
H 5.74 1.19 1.01 0.098
H 3.70 -0.16 0.56 0.107
H 3.24 4.47 2.12 0.095
H 1.06 4.82 2.89 0.102
H -2.49 2.63 4.00 0.103
H -1.88 0.95 2.21 0.111
C -0.49 -5.20 -1.24 -0.083
C 0.19 -4.28 -0.44 -0.083
C 0.10 -2.92 -0.72 -0.063
C -0.77 -2.44 -1.74 -0.164
C -0.92 -1.10 -2.12 -0.471
C -1.83 -0.73 -3.12 -0.118
C -2.60 -1.70 -3.76 -0.081
C -2.58 -3.00 -3.35 -0.043
C -1.64 -3.45 -2.41 -0.151
C -1.39 -4.80 -2.22 -0.040
H -0.31 -6.26 -1.14 0.100
H 0.82 -4.60 0.41 0.113
H 0.79 -2.26 -0.19 0.035
H -1.84 0.32 -3.40 0.098
H -3.17 -1.47 -4.66 0.108
H -3.23 -3.70 -3.85 0.111
H -1.89 -5.52 -2.86 0.115
C 1.46 0.72 -5.02 -0.208
Si 1.90 0.10 -3.32 0.457
C 3.33 1.18 -2.74 -0.236
C 2.20 -1.75 -3.42 -0.200
As 0.14 0.39 -1.53 1.171
Si 0.79 -1.35 2.62 0.448
C 1.19 -0.31 4.12 -0.217
C 2.34 -2.30 2.19 -0.248
C -0.91 -2.18 2.72 -0.208
H 2.16 0.17 -5.72 0.056
H 1.68 1.80 -5.16 0.041
H 0.44 0.49 -5.33 0.019
H 3.89 1.63 -3.60 0.042
H 4.10 0.67 -2.07 0.041
H 2.95 2.04 -2.17 0.018
H 2.94 -1.89 -4.25 0.049
H 1.33 -2.28 -3.73 0.013
H 2.61 -2.25 -2.53 0.038
H 2.09 0.32 3.98 0.032
H 1.43 -1.07 4.91 0.041
H 0.33 0.31 4.43 0.030
H 3.18 -1.56 2.28 0.025
H 2.43 -2.74 1.16 0.018
H 2.60 -3.12 2.91 0.036
H -1.17 -2.40 3.77 0.032
H -0.92 -3.16 2.17 0.028
H -1.74 -1.62 2.27 0.011
O -2.57 -0.21 0.29 0.048
B -1.40 0.58 -0.13 -0.692
O -1.95 1.93 -0.45 0.002
C -3.33 1.92 -0.21 -0.183
C -4.17 3.03 -0.10 0.018
C -5.50 2.71 0.29 -0.102
C -5.92 1.44 0.61 -0.107
C -5.05 0.34 0.57 -0.005
C -3.74 0.59 0.17 -0.156
H -3.82 4.05 -0.28 0.121
H -6.20 3.51 0.47 0.096
H -6.98 1.29 0.81 0.102
H -5.45 -0.65 0.82 0.122
```

Largest force on an atom = 3.628 eV Å⁻¹
Total charge = 0
DFT total energy = -10751.69846 hartree
2S+1 = 6
HOMO energy (spin up / spin down) = -5.30 / -7.26 eV
Orbital gap (spin up / spin down) = 4.73 / 6.40 eV


No. 6
The following is a quantum chemistry calculation of the molecule C3H4N2O, from OMol25.

Geometry as XYZ:
```
10
Properties=species:S:1:pos:R:3:nbo_charge:R:1
O 1.37 1.44 1.35 -0.699
C 0.83 0.76 0.33 0.245
C -0.06 -0.92 -1.25 -0.034
C -0.97 -1.46 -0.53 -0.107
N -1.20 -0.03 -0.51 -0.269
N -0.47 0.66 0.50 -0.487
H 2.31 1.56 1.14 0.494
H 0.70 -0.90 -2.03 0.251
H -1.50 -2.31 -0.17 0.217
H -1.01 1.20 1.17 0.390
```

Largest force on an atom = 2.033 eV Å⁻¹
Total charge = 0
DFT total energy = -301.25140 hartree
2S+1 = 1
HOMO energy = -8.55 eV
Orbital gap = 9.53 eV


No. 7
The following is a quantum chemistry calculation of the molecule C22H22N4O3, from OMol25.

Geometry as XYZ:
```
51
Properties=species:S:1:pos:R:3:nbo_charge:R:1
C 4.53 -3.91 -7.39 -0.611
C 3.94 -4.51 -6.11 -0.207
N 3.20 -3.52 -5.37 -0.161
C 1.95 -3.08 -5.61 -0.048
C 1.69 -2.09 -4.68 -0.158
C 0.45 -1.29 -4.50 -0.241
N 0.01 -1.32 -3.11 -0.603
C -0.20 -0.20 -2.39 0.666
O -0.16 0.91 -2.87 -0.624
C -0.55 -0.45 -0.96 -0.132
C 0.08 -1.46 -0.22 -0.217
C -0.22 -1.68 1.11 -0.215
C -1.17 -0.86 1.70 0.137
N -1.70 -0.83 2.97 -0.489
C -2.55 0.14 2.96 0.550
C -3.35 0.61 4.12 -0.478
C -2.65 1.80 4.73 -0.051
C -3.17 3.08 4.62 -0.193
C -2.51 4.17 5.17 -0.263
C -1.30 3.99 5.84 0.291
O -0.57 4.98 6.42 -0.490
C -1.05 6.30 6.35 -0.252
C -0.77 2.70 5.93 -0.246
C -1.43 1.63 5.39 -0.182
O -2.66 0.80 1.78 -0.416
C -1.78 0.17 0.95 0.231
C -1.48 0.40 -0.37 -0.208
C 2.88 -2.01 -3.92 -0.060
N 3.77 -2.88 -4.35 -0.259
H 5.10 -4.67 -7.92 0.214
H 5.20 -3.09 -7.14 0.220
H 3.75 -3.54 -8.04 0.206
H 4.74 -4.87 -5.46 0.226
H 3.27 -5.34 -6.36 0.199
H 1.35 -3.48 -6.39 0.214
H 0.61 -0.24 -4.74 0.249
H -0.35 -1.68 -5.15 0.197
H -0.06 -2.23 -2.67 0.399
H 0.83 -2.07 -0.69 0.215
H 0.27 -2.46 1.68 0.225
H -4.34 0.90 3.78 0.235
H -3.42 -0.20 4.84 0.248
H -4.10 3.24 4.11 0.209
H -2.95 5.15 5.07 0.212
H -2.02 6.40 6.84 0.175
H -0.31 6.91 6.86 0.201
H -1.13 6.64 5.31 0.177
H 0.17 2.57 6.45 0.225
H -1.01 0.64 5.46 0.223
H -1.93 1.20 -0.94 0.247
H 3.09 -1.37 -3.09 0.213
```

Largest force on an atom = 1.322 eV Å⁻¹
Structure (SMILES) = CCn1cc(CNC(=O)c2ccc3nc(Cc4ccc(OC)cc4)oc3c2)cn1
Total charge = 0
DFT total energy = -1296.30395 hartree
2S+1 = 1
HOMO energy = -8.46 eV
Orbital gap = 9.18 eV


No. 8
The following is a quantum chemistry calculation of the molecule C4H7NO, from OMol25.

Geometry as XYZ:
```
13
Properties=species:S:1:pos:R:3:nbo_charge:R:1
O -1.30 1.07 -1.11 -0.706
C 0.02 0.77 -0.77 0.104
C 0.39 0.92 0.74 -0.438
C 0.52 -0.60 0.80 -0.097
N -0.73 -1.18 0.23 -0.624
C 0.33 -0.74 -0.66 -0.121
H -1.84 0.47 -0.56 0.485
H 0.67 1.31 -1.46 0.186
H -0.38 1.32 1.40 0.211
H 1.32 1.50 0.86 0.218
H 0.85 -1.24 1.60 0.214
H -0.60 -2.19 0.34 0.356
H 0.75 -1.41 -1.41 0.213
```

Largest force on an atom = 1.033 eV Å⁻¹
Structure (SMILES) = O[C@H]1C[C@H]2N[C@@H]12
Total charge = 0
DFT total energy = -286.52658 hartree
2S+1 = 1
HOMO energy = -9.40 eV
Orbital gap = 10.42 eV


No. 9
The following is a quantum chemistry calculation of a structure of composition C67H71AsCuFNO5P2Si2Te, from OMol25.

Geometry as XYZ:
```
152
Properties=species:S:1:pos:R:3:lowdin_charge:R:1
Cu -0.61 0.27 0.78 0.197
C -4.06 -1.92 6.70 -0.039
C -2.74 -2.59 6.30 -0.318
C -1.86 -2.82 7.52 -0.140
C -1.34 -1.49 8.04 -0.132
C -0.56 -0.81 6.95 -0.138
C 0.53 0.00 7.23 0.045
C 1.28 0.53 6.20 -0.268
F 2.33 1.33 6.51 0.045
C 1.01 0.24 4.89 0.046
C -0.08 -0.57 4.58 -0.073
C -0.27 -1.01 3.19 -0.337
O 0.63 -0.68 2.33 -0.186
C -1.37 -1.81 2.92 -0.074
C -2.48 -1.87 3.92 -0.153
N -2.00 -1.85 5.29 0.013
C -0.90 -1.07 5.61 -0.111
C -1.61 -2.44 1.65 -0.549
O -2.41 -3.31 1.41 0.104
O -0.84 -1.95 0.57 -0.363
H -4.45 -2.37 7.61 0.083
H -4.83 -2.04 5.93 0.071
H -3.93 -0.85 6.88 0.085
H -2.98 -3.56 5.86 0.146
H -1.01 -3.45 7.24 0.126
H -2.43 -3.35 8.28 0.117
H -0.69 -1.63 8.91 0.119
H -2.17 -0.86 8.38 0.117
H 0.80 0.20 8.26 0.129
H 1.65 0.59 4.09 0.125
H -3.04 -2.80 3.79 0.155
O 3.13 -1.23 -1.10 -0.069
C 2.37 -0.26 -0.92 -0.672
O 1.10 -0.36 -0.92 -0.211
C 2.97 1.09 -0.61 -0.127
C 4.36 1.18 -0.71 -0.015
C 5.03 2.36 -0.48 -0.067
C 4.30 3.49 -0.14 -0.070
C 2.92 3.42 -0.03 -0.073
C 2.23 2.22 -0.25 -0.257
P 0.39 2.29 -0.09 1.115
C 0.00 3.06 -1.72 -0.325
C -0.98 4.02 -1.95 -0.145
C -1.27 4.45 -3.23 -0.093
C -0.60 3.90 -4.32 -0.087
C 0.35 2.92 -4.11 -0.070
C 0.66 2.51 -2.82 -0.072
C 0.28 3.52 1.26 -0.379
C -0.10 4.86 1.20 -0.090
C -0.18 5.62 2.36 -0.078
C 0.13 5.06 3.59 -0.081
C 0.52 3.72 3.66 -0.065
C 0.58 2.97 2.51 -0.113
H 4.89 0.28 -0.99 0.115
H 6.11 2.41 -0.56 0.104
H 4.80 4.44 0.04 0.105
H 2.38 4.31 0.24 0.102
H -1.55 4.42 -1.13 0.062
H -2.03 5.20 -3.38 0.106
H -0.84 4.23 -5.32 0.102
H 0.87 2.47 -4.94 0.105
H 1.41 1.74 -2.68 0.099
H -0.31 5.33 0.25 0.090
H -0.47 6.66 2.29 0.103
H 0.07 5.65 4.49 0.102
H 0.76 3.27 4.61 0.100
H 0.86 1.92 2.57 0.081
C 3.86 -4.81 2.02 -0.182
Si 2.19 -4.63 2.85 0.411
C 2.23 -3.21 4.05 -0.161
C 1.75 -6.21 3.74 -0.175
C 0.81 -4.28 1.61 -0.433
Te 1.08 -2.52 0.43 1.947
C 0.51 -3.44 -1.36 -0.428
Si 1.66 -4.55 -2.39 0.438
C 0.52 -5.58 -3.45 -0.182
C 2.78 -3.51 -3.46 -0.168
C 2.67 -5.68 -1.29 -0.177
H 4.63 -4.86 2.79 0.037
H 4.11 -3.96 1.38 0.032
H 3.93 -5.71 1.42 0.023
H 3.01 -3.39 4.80 0.043
H 1.28 -3.11 4.59 0.036
H 2.43 -2.25 3.58 0.033
H 2.48 -6.44 4.51 0.033
H 1.72 -7.07 3.05 0.032
H 0.77 -6.13 4.21 0.033
H -0.08 -4.13 2.23 0.024
H 0.60 -5.09 0.91 0.021
H 0.24 -2.58 -1.98 0.025
H -0.41 -3.97 -1.10 0.035
H -0.10 -4.94 -4.09 0.033
H -0.15 -6.19 -2.84 0.033
H 1.08 -6.25 -4.10 0.033
H 2.20 -2.99 -4.22 0.039
H 3.53 -4.13 -3.96 0.035
H 3.29 -2.76 -2.86 0.012
H 2.05 -6.27 -0.62 0.031
H 3.39 -5.12 -0.70 0.015
H 3.23 -6.38 -1.91 0.039
C -4.53 2.97 0.26 -0.396
C -5.75 2.07 0.05 -0.401
As -6.86 2.57 -1.51 1.307
C -8.40 3.33 -0.58 -0.426
C -8.84 4.59 -0.96 -0.132
C -9.90 5.20 -0.31 -0.093
C -10.54 4.54 0.73 -0.093
C -10.11 3.28 1.12 -0.086
C -9.05 2.68 0.47 -0.129
C -7.55 0.79 -1.91 -0.397
C -6.61 -0.22 -2.17 -0.120
C -7.03 -1.49 -2.52 -0.083
C -8.39 -1.78 -2.62 -0.096
C -9.32 -0.79 -2.37 -0.090
C -8.90 0.49 -2.02 -0.115
P -2.86 2.21 -0.02 1.047
C -3.03 1.33 -1.60 -0.364
C -3.55 2.04 -2.69 -0.143
C -3.59 1.48 -3.96 -0.083
C -3.08 0.21 -4.17 -0.083
C -2.54 -0.50 -3.11 -0.068
C -2.51 0.06 -1.84 -0.090
C -2.85 0.91 1.25 -0.391
C -3.71 -0.25 1.17 -0.100
C -4.08 -0.95 2.26 -0.019
C -3.51 -0.68 3.61 -0.202
C -2.85 0.65 3.68 -0.007
C -2.52 1.36 2.57 -0.104
H -4.47 3.33 1.29 0.074
H -4.57 3.88 -0.35 0.052
H -6.41 2.07 0.92 0.063
H -5.46 1.04 -0.12 0.024
H -8.34 5.11 -1.77 0.086
H -10.24 6.18 -0.61 0.101
H -11.38 5.01 1.24 0.101
H -10.61 2.76 1.93 0.102
H -8.72 1.69 0.78 0.105
H -5.55 -0.01 -2.12 0.077
H -6.29 -2.26 -2.72 0.103
H -8.71 -2.78 -2.89 0.100
H -10.38 -1.00 -2.45 0.101
H -9.64 1.26 -1.83 0.095
H -3.94 3.04 -2.55 0.081
H -4.01 2.05 -4.77 0.108
H -3.11 -0.23 -5.16 0.102
H -2.13 -1.49 -3.26 0.103
H -2.08 -0.53 -1.03 0.078
H -4.08 -0.55 0.20 0.104
H -4.75 -1.80 2.15 0.126
H -4.28 -0.76 4.38 0.121
H -2.60 1.04 4.66 0.120
H -2.01 2.31 2.69 0.098
```

Largest force on an atom = 0.737 eV Å⁻¹
Total charge = 0
DFT total energy = -8532.57859 hartree
2S+1 = 2
HOMO energy (spin up / spin down) = -6.70 / -7.44 eV
Orbital gap (spin up / spin down) = 6.89 / 6.33 eV


What is the total charge in the sixth record?
0